Formula: C35H53BrNOSSiZn
Source: the OMol25 dataset
Level of theory: ωB97M-V/def2-TZVPD

- total charge = -1
- ΔE to the lowest compared entry with this formula, charge and spin (kJ/mol) = 37.4
- multiplicity = 1
- HOMO-LUMO gap (eV) = 6.72

Positions of all 94 atoms, in Å:
Zn -0.547480 -1.371439 0.875515
S -0.112079 -5.495171 2.796020
C 0.985497 -5.458293 1.475899
C 1.064970 -4.234826 0.884846
C 0.226825 -3.241418 1.457197
C -0.473622 -3.773353 2.500463
C -1.402896 -3.069552 3.326071
C -1.933204 -3.627197 4.500839
C -2.751846 -2.865168 5.300818
C -3.058047 -1.567085 4.907918
C -2.539797 -1.113451 3.706309
N -1.735151 -1.825484 2.935359
H 1.508465 -6.362379 1.213594
H 1.719166 -4.052697 0.047105
H -1.681448 -4.644135 4.766378
H -3.150639 -3.269786 6.221027
H -3.678155 -0.928158 5.519701
H -2.776382 -0.118460 3.355608
C 1.845978 5.952130 -0.485736
C 2.654158 5.297799 0.644664
C 4.144738 5.513597 0.367215
C 2.303863 5.994488 1.968911
C 2.283743 3.826479 0.755657
C 0.998676 3.482910 1.153657
C 0.674634 2.162046 1.321015
Br -1.056939 1.733165 2.019605
C 1.519088 1.059066 1.050296
O 1.097630 -0.139463 1.184906
C 2.837273 1.433377 0.639038
C 3.165729 2.776414 0.531319
C 3.953144 0.419973 0.375230
C 4.610189 0.693627 -0.988110
C 3.494992 -1.039049 0.362016
C 5.009892 0.559222 1.482824
H 2.031440 7.025836 -0.507984
H 0.780886 5.790443 -0.341260
H 2.123287 5.529637 -1.449864
H 4.369463 6.579573 0.355625
H 4.425626 5.100231 -0.598770
H 4.754105 5.050129 1.140527
H 2.607434 7.039904 1.948462
H 2.805453 5.500284 2.798616
H 1.234051 5.958708 2.151503
H 0.248217 4.229731 1.365310
H 4.182062 3.021878 0.263991
H 3.861523 0.662843 -1.776118
H 5.359179 -0.071246 -1.191000
H 5.104183 1.661581 -1.021106
H 2.737475 -1.200603 -0.398215
H 3.077483 -1.331174 1.319685
H 4.350418 -1.679469 0.142915
H 5.428660 1.562833 1.513827
H 5.822100 -0.147493 1.316255
H 4.560009 0.346419 2.450209
C -3.127353 -3.107229 -2.953505
C -2.722577 -2.832446 -1.505098
C -3.955552 -2.967764 -0.610431
C -1.794121 -3.970457 -1.076859
Si -1.842116 -1.073922 -1.185686
C -0.509701 -0.744693 -2.637863
C 0.403344 0.417418 -2.238189
C 0.413287 -1.957660 -2.767898
C -1.087296 -0.433529 -4.019842
C -3.252172 0.341844 -1.293558
C -4.264090 0.156642 -2.426203
C -2.629377 1.729210 -1.463129
C -4.032742 0.383223 0.023337
H -3.700172 -4.036058 -3.011081
H -2.245611 -3.232030 -3.576524
H -3.735479 -2.309205 -3.367255
H -4.312558 -4.000736 -0.613031
H -4.774810 -2.336390 -0.942136
H -3.701629 -2.702973 0.414039
H -2.250962 -4.937795 -1.301301
H -1.616398 -3.931079 -0.006696
H -0.834844 -3.934529 -1.580852
H 0.860474 0.225342 -1.274079
H -0.125088 1.361079 -2.171808
H 1.206700 0.540439 -2.969831
H 0.789847 -2.247778 -1.788786
H 1.271002 -1.716628 -3.400565
H -0.094003 -2.807736 -3.215416
H -1.654177 0.493074 -4.012621
H -1.738943 -1.227047 -4.371455
H -0.281699 -0.316346 -4.748719
H -3.777171 0.081819 -3.393791
H -4.943373 1.011604 -2.461442
H -4.868084 -0.733497 -2.276513
H -2.172124 1.852226 -2.440696
H -1.877420 1.913828 -0.704575
H -3.395533 2.501210 -1.361357
H -4.615932 -0.517454 0.179203
H -4.716366 1.234901 0.031363
H -3.359199 0.493344 0.865065

Cartesian forces (eV/Å) of the 2 atoms listed first:
Zn 0.5079 -0.0100 0.0393
S 0.0303 0.7625 -0.3695

Here are the Löwdin charges for atoms 1 to 8, given in e: Zn 0.589; S 0.967; C -0.443; C -0.232; C -0.227; C -0.527; C -0.299; C -0.043

=====

Formula: C35H53F12N5O17
Source: the OMol25 dataset
Level of theory: ωB97M-V/def2-TZVPD

- total charge = 0
- multiplicity = 1
- HOMO-LUMO gap (eV) = 10.38

Positions of all 122 atoms, in Å:
C 22.230071 9.309670 -32.828885
C 22.517482 9.174882 -34.334432
O 22.602427 7.796717 -34.735205
C 21.531632 7.059099 -34.799563
O 20.396153 7.389801 -34.610200
C 21.870601 5.615466 -35.233624
F 23.176344 5.449600 -35.457506
F 21.479001 4.705824 -34.342800
F 21.214682 5.369938 -36.381711
H 22.848716 8.716165 -32.153769
H 21.236753 8.923323 -32.584669
H 22.237378 10.370737 -32.589207
H 23.425522 9.724492 -34.547545
H 21.666943 9.567255 -34.889762
C 14.001534 14.699336 -39.509665
C 15.501562 14.668453 -39.748289
O 15.660115 15.010360 -41.150145
C 16.890151 15.041163 -41.663129
O 17.872819 14.944389 -40.990339
C 16.856730 15.098531 -43.202343
F 15.785404 14.517312 -43.714594
F 16.810640 16.422613 -43.534574
F 17.991329 14.630984 -43.706708
H 13.491235 15.498420 -40.041058
H 13.777423 14.741334 -38.442110
H 13.550277 13.755943 -39.821903
H 15.871643 13.661551 -39.566973
H 16.092729 15.406922 -39.215270
C 17.862432 19.865120 -39.012227
C 17.187898 19.093107 -40.147081
O 18.122412 18.428175 -40.988016
C 18.917706 19.058768 -41.817486
O 18.805284 20.187794 -42.195007
C 19.994605 18.115341 -42.388758
F 21.103373 18.786143 -42.718945
F 20.325694 17.142427 -41.541977
F 19.458523 17.596617 -43.513117
H 18.305883 20.782256 -39.395097
H 18.652516 19.232191 -38.603957
H 17.135225 20.102479 -38.239176
H 16.545362 19.787889 -40.692131
H 16.540896 18.295872 -39.787070
C 24.265205 4.786000 -38.579658
C 23.319863 5.404316 -39.582941
O 22.621956 6.554788 -39.069485
C 23.307742 7.699850 -38.986395
O 24.279578 7.989166 -39.605448
C 22.718324 8.694629 -37.967447
F 23.434689 8.652016 -36.850053
F 22.696255 9.925207 -38.473463
F 21.431266 8.385353 -37.677843
H 25.255027 5.245665 -38.588765
H 24.278018 3.702642 -38.662741
H 23.936204 5.012577 -37.559462
H 22.470206 4.733748 -39.713504
H 23.789970 5.604012 -40.544188
C 19.310849 11.375314 -36.564881
O 19.734936 12.380265 -37.499710
C 18.908035 13.415429 -37.751097
O 17.799987 13.514833 -37.284240
O 19.555520 14.273553 -38.498436
C 19.164807 15.627559 -38.413806
H 19.584886 11.735935 -35.571672
H 19.873834 10.463974 -36.735307
H 18.235965 11.227052 -36.503414
H 18.109379 15.761701 -38.625616
H 19.781219 16.373786 -38.902572
H 19.224998 15.975964 -37.374279
C 17.639545 11.173771 -43.461531
O 18.678623 10.754119 -42.602557
C 18.310781 9.973711 -41.603476
O 17.183239 9.769232 -41.233039
O 19.383778 9.437845 -41.057588
C 19.247027 8.758342 -39.799171
H 18.079492 11.821954 -44.215593
H 16.872745 11.781938 -42.973661
H 17.116917 10.336291 -43.923294
H 19.113683 9.545366 -39.061517
H 20.132717 8.138687 -39.749726
H 18.370749 8.114186 -39.729905
C 16.046793 10.692790 -38.277008
O 16.862345 9.581269 -37.966146
C 16.320049 8.572187 -37.303125
O 15.207120 8.505139 -36.880470
O 17.274260 7.646569 -37.184647
C 16.880358 6.388884 -36.676845
H 16.652418 11.538035 -38.600262
H 15.405317 10.987402 -37.448965
H 15.513028 10.401249 -39.186759
H 17.751832 5.910569 -36.242139
H 16.415323 5.812819 -37.478638
H 16.171704 6.409908 -35.843954
C 24.064641 18.942801 -38.045107
C 23.263838 17.708579 -38.193949
N 22.558390 16.814767 -38.319925
H 24.965842 18.775564 -37.463954
H 23.383491 19.647224 -37.573263
H 24.348163 19.245540 -39.051306
C 18.313946 17.868205 -33.630374
C 19.022473 18.008289 -34.901239
N 19.627413 18.159307 -35.864973
H 18.772096 18.445871 -32.832278
H 18.167733 16.821651 -33.376588
H 17.318028 18.302115 -33.753801
C 23.476797 13.251086 -38.344098
C 24.221527 12.944367 -39.565399
N 24.772753 12.583788 -40.505111
H 24.104565 12.885679 -37.533320
H 22.492960 12.779883 -38.326670
H 23.218220 14.302836 -38.219482
C 21.125347 14.612020 -35.510113
C 21.856728 13.347404 -35.405916
N 22.476456 12.388561 -35.298917
H 20.042480 14.522750 -35.438623
H 21.296052 14.851702 -36.565462
H 21.516040 15.318087 -34.785302
C 17.616005 13.662524 -32.971776
C 18.899235 13.010221 -33.132367
N 19.888331 12.431389 -33.216369
H 17.517600 14.095104 -31.980478
H 16.786456 13.010715 -33.247258
H 17.483887 14.450255 -33.721778

Cartesian forces (eV/Å) of the 2 atoms listed first:
C -0.8320 -0.5048 -0.1952
C -1.3513 0.1902 1.3798

Here are the Löwdin charges for atoms 1 to 8, given in e: C -0.054; C -0.190; O 0.010; C -0.428; O 0.162; C -0.534; F 0.156; F 0.175

=====

Formula: C35H53MgN4OP2
Source: the OMol25 dataset
Level of theory: ωB97M-V/def2-TZVPD

- total charge = +1
- ΔE to the lowest compared entry with this formula, charge and spin (kJ/mol) = 316.0
- multiplicity = 1
- HOMO-LUMO gap (spin up / spin down) (eV) = 4.31 / 4.51

Positions of all 96 atoms, in Å:
C -1.543349 1.804474 1.537539
C -2.015011 -0.444247 1.443034
C -2.699207 2.048810 2.290210
C -3.108287 -0.303891 2.317876
C -3.459542 0.976500 2.743204
H -2.948589 3.095192 2.460800
H -3.697436 -1.173019 2.622977
H -4.319233 1.183246 3.382074
N -1.106602 0.561624 1.270291
P 1.047396 2.845445 0.975184
P -0.848608 -2.948084 0.145409
C -0.804361 2.974776 0.879888
H -1.092230 3.024185 -0.175400
H -1.136489 3.891184 1.363142
C -1.997737 -1.562350 0.393098
H -2.985570 -2.019959 0.391381
C -1.748063 -4.201270 -1.004386
C 0.453500 -3.580515 1.287024
C 1.607293 3.621504 -0.693299
C 1.325918 3.953200 2.457575
C -1.064180 -4.091460 -2.375950
H 0.003532 -4.332193 -2.318536
H -1.543094 -4.804886 -3.064744
H -1.163099 -3.088728 -2.805781
C -1.641149 -5.656181 -0.504759
H -0.601986 -6.005704 -0.437439
H -2.144097 -5.797385 0.462115
H -2.151500 -6.307816 -1.238667
C -3.259942 -3.904244 -1.179645
H -3.638842 -4.556051 -1.982141
H -3.816042 -4.138189 -0.262965
H -3.474801 -2.878414 -1.495018
C 1.466383 -4.430238 0.495658
H 1.979423 -3.823409 -0.263825
H 2.219287 -4.820851 1.198884
H 1.004910 -5.290142 -0.004734
C 1.231450 -2.395133 1.907683
H 1.812073 -1.871212 1.128105
H 0.568222 -1.693407 2.427989
H 1.947422 -2.789792 2.645266
C -0.234116 -4.403526 2.397253
H -0.704505 -5.317595 2.011336
H 0.515564 -4.701323 3.146484
H -1.003119 -3.804924 2.903817
C 2.838219 4.195803 2.606134
H 3.030568 4.722858 3.552115
H 3.402403 3.260312 2.634147
H 3.239024 4.819963 1.801027
C 0.811130 3.164201 3.676456
H -0.278714 3.057894 3.665255
H 1.245061 2.163260 3.729905
H 1.082128 3.692693 4.602530
C 0.609053 5.324423 2.481961
H 1.003546 5.909875 3.328697
H 0.773183 5.915013 1.578494
H -0.470311 5.236655 2.645919
C 0.785222 3.026741 -1.856496
H -0.194480 3.517253 -1.953513
H 1.342070 3.207088 -2.790263
H 0.622095 1.936581 -1.784990
C 3.090494 3.244269 -0.857992
H 3.232415 2.154944 -0.847843
H 3.430486 3.631001 -1.826990
H 3.718423 3.687390 -0.074189
C 1.453778 5.149787 -0.706371
H 0.416020 5.468731 -0.533909
H 2.119508 5.648016 0.011670
H 1.740265 5.501271 -1.709647
Mg 0.867526 0.116955 0.222485
C 2.326666 0.713310 2.080018
O 3.131715 0.720606 2.922211
N -0.223540 -1.302053 -1.005324
C -1.532653 -1.043634 -0.926253
C -2.497564 -0.483303 -1.875407
C -2.154643 -0.116984 -3.189022
C -3.849489 -0.387347 -1.498180
C -3.146351 0.300191 -4.090440
H -1.100141 -0.150197 -3.459809
C -4.836588 0.022980 -2.387796
H -4.114449 -0.623110 -0.467992
C -4.478944 0.357888 -3.689309
H -2.878110 0.592636 -5.103800
H -5.862952 0.071134 -2.019791
H -5.252371 0.669131 -4.373379
C 2.079830 -0.396073 -3.008805
C 3.017808 -0.658948 -1.912637
N 2.873964 -0.395703 -0.609948
C 4.072144 -0.823395 -0.002983
C 4.883127 -1.366570 -0.957335
N 4.202490 -1.253265 -2.147134
H 1.951714 0.693128 -3.156520
H 2.497703 -0.813978 -3.943308
H 1.098477 -0.845248 -2.776732
H 4.265983 -0.711932 1.054254
H 5.868420 -1.801305 -0.867253
H 4.517054 -1.564937 -3.059926

Cartesian forces (eV/Å) of the 2 atoms listed first:
C 0.1823 0.3518 0.2145
C 0.3337 -0.3592 -0.0931

Here are the Löwdin charges for atoms 1 to 8, given in e: C -0.304; C -0.206; C -0.026; C -0.008; C -0.029; H 0.120; H 0.126; H 0.121